No. 1
This record from OMol25 describes an isolated molecule of C24H36BF6NO5. The level of theory is ωB97M-V/def2-TZVPD.

Geometry as ORCA input:
```
! wB97M-V def2-TZVPD RIJCOSX def2/J DEFGRID3
* xyz 0 1
C -3.7761 -1.4166 -3.9847
C -3.2699 -2.3305 -2.8598
C -1.8380 -1.9923 -2.3936
C -1.7303 -1.5348 -0.9389
O -1.6953 -0.1110 -0.8872
C -0.9842 0.4472 0.1678
O 0.3687 0.7077 -0.1336
C 0.7923 1.0590 -1.4759
C -0.1245 2.0219 -2.2318
C 2.1345 1.8116 -1.2608
C 3.1785 1.0609 -0.4184
C 4.2685 0.4092 -1.2528
O 5.3318 -0.0782 -0.4172
C 5.0522 -1.2889 0.1588
C 5.3875 -2.4970 -0.6798
O 4.5834 -1.3627 1.2574
B 1.1651 -0.2543 -2.2958
C 1.4577 -0.2536 -3.8378
O 1.3431 -1.4205 -1.6095
C -1.6913 1.7309 0.6358
N -3.1188 1.5307 0.7802
C -3.5802 0.5033 1.7062
C -5.1028 0.4247 1.6989
F -5.5350 -0.6171 0.8750
C -0.9596 2.3567 1.8768
F -0.2204 3.4181 1.4004
F -1.9140 2.9092 2.7002
C -0.0512 1.4841 2.7154
C 1.3232 1.4904 2.5102
C 2.1550 0.6541 3.2458
C 1.6215 -0.1858 4.2137
C 0.2493 -0.1718 4.4398
C -0.3112 -1.0579 5.5164
F 0.0787 -2.3461 5.3589
F 0.1059 -0.6730 6.7426
F -1.6648 -1.0566 5.5353
C -0.5854 0.6558 3.6992
H -3.4252 -1.7580 -4.9616
H -3.4280 -0.3899 -3.8488
H -4.8668 -1.4012 -4.0253
H -3.9637 -2.2807 -2.0176
H -3.2876 -3.3595 -3.2276
H -1.1478 -2.8164 -2.5753
H -1.4733 -1.1558 -3.0005
H -0.8495 -1.9618 -0.4521
H -2.6072 -1.8836 -0.3803
H -0.9722 -0.2573 1.0101
H -1.0937 1.5928 -2.4775
H 0.3726 2.3339 -3.1527
H -0.2759 2.9306 -1.6432
H 1.8927 2.7546 -0.7612
H 2.5558 2.0697 -2.2360
H 2.7156 0.3011 0.2111
H 3.6697 1.7544 0.2702
H 4.7117 1.1020 -1.9674
H 3.8572 -0.4319 -1.8268
H 5.7251 -3.2824 -0.0028
H 6.1666 -2.2847 -1.4071
H 4.4852 -2.8554 -1.1771
H 1.5330 -1.2713 -4.2275
H 0.6903 0.2704 -4.4117
H 2.4056 0.2524 -4.0538
H 1.2206 -1.2702 -0.6613
H -1.5838 2.4808 -0.1447
H -3.5507 2.4147 1.0147
H -3.2264 -0.4675 1.3552
H -3.2518 0.6739 2.7366
H -5.4927 0.2323 2.6992
H -5.5320 1.3471 1.3004
H 1.7419 2.1360 1.7522
H 3.2173 0.6499 3.0395
H 2.2677 -0.8394 4.7855
H -1.6444 0.6436 3.9079
*
```

Summary:
* structure (SMILES): CCCCO[C@@H](O[C@@](C)(CCCOC(C)=O)B(C)O)[C@@H](NCCF)C(F)(F)c1cccc(C(F)(F)F)c1



No. 2
This record from OMol25 describes a structure of composition C5H5NSi at a distorted geometry. The level of theory is ωB97M-V/def2-TZVPD.

Geometry as ORCA input:
```
! wB97M-V def2-TZVPD RIJCOSX def2/J DEFGRID3
* xyz 0 1
C 0.3883 -1.4577 -2.3019
C -0.6580 1.3676 0.5963
C -0.9739 0.1123 1.2703
C 0.3919 1.3539 -0.2396
C -0.1766 -0.9306 0.9918
N 0.0775 -2.0176 -3.2491
Si 1.1204 -0.3781 -0.2533
H -1.2652 2.2418 0.7880
H -1.8137 0.0666 1.9454
H 0.6967 2.2205 -0.8000
H -0.3277 -1.9116 1.4042
H 2.5403 -0.6672 -0.1519
*
```

Summary:
* ΔE to the lowest compared entry with this formula, charge and spin: 0.2927 eV



No. 3
This record from OMol25 describes the ion C3H5N2 with charge +1 at a distorted geometry. The level of theory is ωB97M-V/def2-TZVPD.

Geometry as ORCA input:
```
! wB97M-V def2-TZVPD RIJCOSX def2/J DEFGRID3
* xyz 1 1
C -1.8676 0.6593 -0.0901
C 0.5461 0.3911 0.0487
C -0.2137 -0.8929 0.0215
N -0.3739 1.4132 -0.0126
N -1.5044 -0.6203 0.0916
H 1.3648 0.2190 0.9505
H 1.3230 0.4841 -0.8782
H 0.0444 -1.9532 -0.0532
H -0.3857 2.2828 -0.4482
H -2.3473 -1.1832 0.0841
*
```

Summary:
* ΔE to the lowest compared entry with this formula, charge and spin: 5.3085 eV



No. 4
This record from OMol25 describes a cluster of 2 separate species, C2H7NO3 in total at a distorted geometry. The level of theory is ωB97M-V/def2-TZVPD.

Geometry as ORCA input:
```
! wB97M-V def2-TZVPD RIJCOSX def2/J DEFGRID3
* xyz 0 1
O 1.1748 0.1024 -0.3226
C 0.0245 0.3551 -0.6364
N -0.9811 0.3603 0.2782
C -0.7891 0.6692 1.6593
O -0.3284 1.9891 1.9049
H -0.1555 0.4498 -1.7142
H -1.8408 0.6629 -0.1645
H -0.0763 -0.0554 2.0442
H -1.7474 0.5326 2.1541
H 0.5803 1.9275 2.1623
O 0.7233 -3.0038 -2.5679
H 0.8347 -2.3121 -1.9030
H 1.4077 -2.9675 -3.2051
*
```

Summary:
* structure (SMILES): O=CNCO.O
* ΔE to the lowest compared entry with this formula, charge and spin: 1.1058 eV



no.,DFT total energy (eV)
1,-54182.8751
2,-14631.0366
3,-6160.5840
4,-9819.8549